Formula: C22H60O10
Source: the OMol25 dataset
Level of theory: the ωB97M-V functional and the def2-TZVPD basis

```
92
Properties=species:S:1:pos:R:3:mulliken_charge:R:1
C -5.96427 3.46790 2.23062 -1.408
C -5.88316 1.95807 2.14783 0.484
C -4.72107 1.41331 1.35837 -0.747
O -5.87303 1.39552 3.47900 -0.543
H -5.74949 3.94996 1.27827 0.329
H -5.24224 3.74453 2.98606 0.360
H -7.00534 3.70088 2.49073 0.414
H -6.72205 1.55522 1.54758 0.153
H -4.67210 0.36097 1.31626 0.152
H -3.76354 1.89609 1.68196 0.185
H -4.88242 1.65059 0.29925 0.332
H -6.54427 1.83421 4.04827 0.322
C 2.66540 3.41981 -1.92483 -1.324
C 1.63783 2.75713 -2.83979 0.752
C 2.06781 2.81716 -4.34753 -1.360
O 1.59637 1.40630 -2.47698 -0.197
H 2.62619 4.45819 -2.16278 0.552
H 3.69771 3.11683 -2.21206 0.167
H 2.40501 3.24485 -0.83461 0.237
H 0.61579 3.13819 -2.65785 0.294
H 2.85209 2.10689 -4.65528 0.205
H 2.35912 3.86479 -4.49523 0.441
H 1.13746 2.70118 -4.94419 0.344
H 0.71257 0.99102 -2.68262 -0.344
C 4.65959 -1.64819 2.85855 -1.158
C 3.20084 -1.67048 2.55480 0.963
C 2.44562 -1.83444 3.99214 -1.173
O 2.87449 -0.34469 2.03653 -0.459
H 5.35269 -1.44688 1.97271 0.168
H 4.97030 -2.68360 3.23042 0.364
H 4.79959 -0.84112 3.62344 0.265
H 2.95358 -2.48002 1.88983 0.189
H 1.34607 -1.79017 3.83186 0.151
H 2.66127 -0.95854 4.66320 0.312
H 2.73612 -2.75443 4.54872 0.385
H 3.04709 -0.34102 1.08392 0.149
C -0.80360 0.00923 -4.03641 -1.044
C -1.91273 0.99070 -3.65041 0.570
C -3.03548 0.29091 -2.82007 -1.050
O -1.54766 2.09932 -2.90197 -0.588
H -0.44591 -0.56809 -3.18630 -0.114
H 0.02016 0.54471 -4.53231 0.278
H -1.35340 -0.54865 -4.81054 0.553
H -2.28551 1.32788 -4.59715 0.386
H -3.55599 -0.63855 -3.24100 0.386
H -3.83303 0.99690 -2.56286 0.318
H -2.56110 -0.17038 -1.96343 0.006
H -1.56000 1.89630 -1.92136 0.483
C -2.28320 -2.59773 3.20074 -1.378
C -3.31187 -1.87706 2.38584 1.570
C -3.37703 -2.46257 1.03686 -1.391
O -4.66847 -1.74801 2.84296 -0.563
H -2.14690 -2.10079 4.18873 0.403
H -1.31892 -2.60414 2.70094 0.061
H -2.60622 -3.62562 3.30831 0.427
H -2.89926 -0.87312 2.18340 -0.396
H -4.30731 -3.05149 1.03131 0.539
H -2.60006 -3.15434 0.91152 0.269
H -3.39856 -1.82180 0.15359 0.049
H -4.63921 -1.45832 3.75127 0.333
C 5.78014 0.98885 -0.82855 -1.456
C 4.87018 0.06078 -1.53319 1.125
C 5.50904 -1.30614 -1.67971 -1.562
O 3.59982 -0.10805 -0.83058 -0.224
H 5.53243 2.04850 -0.71635 0.318
H 6.68013 1.03519 -1.43518 0.470
H 6.18318 0.49463 0.09191 0.234
H 4.53066 0.48110 -2.53371 0.084
H 6.40857 -1.25111 -2.25216 0.502
H 4.84573 -1.97913 -2.25415 0.319
H 5.83149 -1.77603 -0.73666 0.231
H 2.88601 0.19379 -1.39364 -0.075
C -0.47587 -2.96997 -1.02878 -0.074
C 0.99332 -3.39148 -0.76922 -0.676
O 1.66170 -2.49377 0.08208 -0.255
O -0.55919 -1.57512 -1.22267 0.193
H -1.04224 -3.32353 -0.16412 -0.313
H -0.79783 -3.45180 -1.92705 0.518
H 1.58451 -3.48574 -1.70239 0.309
H 0.99326 -4.40041 -0.35370 0.376
H 2.25666 -1.92544 -0.44039 0.054
H -0.19952 -1.08429 -0.44858 -0.116
C -0.36153 0.62185 1.79464 -0.590
C -0.46628 1.59910 0.62094 0.051
O -1.58908 1.43495 -0.20915 -0.313
O -0.24810 -0.70571 1.36631 0.503
H -1.29878 0.68709 2.40750 0.253
H 0.60177 0.86159 2.40914 0.398
H 0.42959 1.47641 -0.02026 -0.266
H -0.36431 2.57670 1.09070 0.457
H -2.14128 0.80709 0.30210 -0.119
H 0.39954 -1.15120 1.92663 -0.419
```

Output
Kohn-Sham gap (Eh): 0.38033
Energy above the lowest of the compared OMol25 structures with the same formula, charge and spin (kcal/mol): 53.1
SMILES: CC(C)O.CC(C)O.CC(C)O.CC(C)O.CC(C)O.CC(C)O.OCCO.OCCO
Energy (eV): -44259.41483
HOMO (eV): -9.6230

=====

Formula: C22H61BO12
Source: the OMol25 dataset
Level of theory: the ωB97M-V functional and the def2-TZVPD basis

```
96
Properties=species:S:1:pos:R:3:mulliken_charge:R:1
C -0.17154 1.90572 -2.28032 -0.798
C 0.34280 0.47340 -2.38648 -0.286
C -0.25118 -0.43472 -1.33116 -0.636
O 0.29282 -0.10832 -0.03379 -0.366
C 1.49858 -0.61488 0.25382 0.530
O 1.96916 -1.61761 -0.19684 -0.592
O 2.13169 0.19351 1.11706 -0.358
B 1.43738 0.80541 2.19331 0.650
O 1.62016 2.15346 2.33837 -0.489
C 0.54687 -0.05552 3.14100 -0.276
C 0.54426 0.40835 4.60268 -1.143
H 0.42116 2.57201 -2.90583 0.348
H -0.11281 2.24751 -1.24651 0.208
H -1.20792 1.95939 -2.61044 0.093
H 0.13697 0.05089 -3.37088 0.390
H 1.42772 0.46929 -2.24481 0.248
H -1.32298 -0.27572 -1.22847 0.317
H -0.06998 -1.48780 -1.53787 0.365
H 2.47746 2.44298 2.65763 0.258
H 0.84354 -1.10471 3.07266 0.269
H -0.47738 -0.00556 2.75398 0.358
H 0.44450 1.49152 4.66802 0.255
H 1.45982 0.11039 5.11396 0.348
H -0.28579 -0.04743 5.13275 0.245
C -3.29232 3.33535 -6.08324 -0.881
C -2.68143 2.08780 -5.47821 0.008
O -3.06096 1.93401 -4.10860 -0.518
H -2.98872 4.23037 -5.53768 0.328
H -3.00034 3.45039 -7.12884 0.345
H -4.37814 3.25671 -6.03390 -0.030
H -1.59160 2.14015 -5.48609 0.354
H -2.98300 1.20201 -6.04006 0.106
H -4.02142 1.86264 -4.09025 0.267
C -0.38353 -3.92872 7.85322 -0.991
C 0.06283 -2.58508 7.31515 -0.253
O -0.78696 -2.13148 6.26003 -0.522
H -0.39048 -4.67127 7.05400 0.187
H 0.27250 -4.28099 8.65006 0.389
H -1.39822 -3.85662 8.25118 0.309
H 1.06173 -2.64715 6.88503 0.280
H 0.08694 -1.83893 8.11572 0.313
H -1.67553 -2.03664 6.62204 0.284
C -8.28540 2.06848 -4.77720 -1.067
C -7.32836 2.56461 -5.84318 -0.214
O -6.21813 1.69054 -6.02983 -0.439
H -7.76620 1.94421 -3.82657 0.288
H -9.10738 2.77127 -4.63588 0.333
H -8.71147 1.10254 -5.05807 0.317
H -6.89711 3.52347 -5.55542 0.278
H -7.85554 2.70835 -6.79204 0.262
H -6.55114 0.83131 -6.30554 0.252
C -1.90471 -1.89347 -9.21759 -1.089
C -1.71607 -0.69532 -8.30747 -0.183
O -2.42196 -0.82714 -7.07792 -0.487
H -2.96320 -2.04818 -9.42776 0.288
H -1.37795 -1.75114 -10.16208 0.332
H -1.51709 -2.80087 -8.74859 0.329
H -2.11303 0.20649 -8.77327 0.278
H -0.65040 -0.53090 -8.11432 0.281
H -2.08904 -1.60580 -6.62180 0.267
C 0.26481 5.07620 1.10240 -0.377
C 0.72330 6.17059 2.04554 -0.395
O -0.05853 6.22249 3.23470 -0.515
H -0.78188 5.22224 0.83272 0.309
H 0.86197 5.06934 0.18883 0.308
H 0.36291 4.10058 1.57963 -0.191
H 0.62024 7.15367 1.58703 0.323
H 1.78125 6.03263 2.29890 0.248
H 0.01288 5.36923 3.67303 0.294
C 5.36717 -2.16314 1.19607 -0.743
C 4.67713 -1.77837 2.48820 -0.186
O 4.60362 -0.36374 2.65276 -0.549
H 6.36976 -1.73123 1.16703 -0.017
H 5.44863 -3.24625 1.09918 0.372
H 4.81207 -1.78416 0.33546 0.249
H 5.23337 -2.14521 3.35083 0.427
H 3.67200 -2.21287 2.52106 0.145
H 4.09945 -0.02700 1.90271 0.359
C -2.95082 -6.40828 5.60927 -0.998
C -3.88441 -5.24211 5.34693 -0.191
O -3.48191 -4.06183 6.03386 -0.483
H -2.89380 -6.61680 6.67805 0.254
H -3.29599 -7.30663 5.09559 0.356
H -1.94253 -6.18272 5.25392 0.285
H -4.88769 -5.46365 5.70952 0.286
H -3.95218 -5.04720 4.27126 0.259
H -2.59938 -3.82903 5.72035 0.232
C 9.48948 0.86401 0.57313 -0.945
C 9.64963 -0.53813 1.13092 -0.240
O 9.19288 -0.63269 2.47474 -0.523
H 10.03350 1.57953 1.19004 0.271
H 9.86544 0.92584 -0.44927 0.318
H 8.43696 1.15734 0.56538 0.283
H 10.70047 -0.82550 1.14263 0.307
H 9.11670 -1.26008 0.50131 0.232
H 8.26100 -0.38966 2.47942 0.297
```

Output
Kohn-Sham gap (Eh): 0.38228
SMILES: CCCOC(=O)OB(O)CC.CCO.CCO.CCO.CCO.CCO.CCO.CCO.CCO
Energy (eV): -49050.58590
HOMO (eV): -9.9020